# 1
A gas-phase ion, C3H7O2 (charge -1) in a non-equilibrium geometry, computed with wB97M-V/def2-TZVPD.

For the electronic energy, the calculation gives -7318.75475 eV. Its structure (SMILES) is [O-]CCCO. Its relative energy (zero: lowest compared OMol25 entry of this formula, charge and spin) is 212.0 kJ/mol. The HOMO energy is -2.73 eV. The frontier orbital gap is 7.255 eV. For the molecular weight, the calculation gives 75.087 g/mol.

Structure (ORCA input):
```
! wB97M-V def2-TZVPD RIJCOSX def2/J DEFGRID3
* xyz -1 1
O 1.3732 0.8787 -0.9500
C 1.3423 -0.1434 -0.0649
C -0.0772 -0.7073 0.2115
C -1.2896 0.2238 -0.0312
O -1.0027 1.5940 -0.3005
H 1.8006 0.0898 0.9313
H 2.0345 -0.9683 -0.3778
H -0.2586 -1.7245 -0.1328
H -0.0803 -0.8845 1.3019
H -1.9590 0.1373 0.8199
H -1.8623 -0.0722 -0.9265
H -0.0207 1.5766 -0.4809
*
```

# 2
A molecular structure, C42H38BN6PtTe, computed with wB97M-V/def2-TZVPD.

For the electronic energy, the calculation gives -64303.59407 eV. Its relative energy (zero: lowest compared OMol25 entry of this formula, charge and spin) is 19.8 kJ/mol. The HOMO energy is -15.90 eV. The frontier orbital gap is 5.775 eV. For the molecular weight, the calculation gives 960.298 g/mol.

Structure (ORCA input):
```
! wB97M-V def2-TZVPD RIJCOSX def2/J DEFGRID3
* xyz 3 1
Pt -0.2025 0.4072 -0.0632
C -0.7375 4.9799 -2.9834
C -0.7003 4.2200 -1.7028
C -0.8145 4.7107 -0.4193
C -0.7228 3.6212 0.4463
N -0.5637 2.5095 -0.2992
N -0.5460 2.8821 -1.6329
B -0.2883 1.9106 -2.8203
N -1.3898 0.8014 -2.7060
N -1.5909 0.3569 -1.4677
C -2.7128 -0.3675 -1.3907
C -3.2706 -0.3973 -2.6651
C -2.4127 0.3586 -3.4732
C -2.5565 0.7364 -4.9041
C -2.9873 -0.7952 -0.0212
C -3.8223 -1.8345 0.3181
C -3.9665 -2.1806 1.6606
C -3.2551 -1.5254 2.6701
C -2.4195 -0.4850 2.3478
C -2.2571 -0.0709 0.9959
N 1.1059 1.2488 -2.5391
N 1.2920 0.9027 -1.2663
C 2.5674 0.5874 -1.0342
C 3.2536 0.7293 -2.2370
C 2.3026 1.1646 -3.1660
C 2.4866 1.5631 -4.5871
C 2.7922 0.2445 0.3605
C 3.9081 -0.4048 0.8398
C 3.9634 -0.7676 2.1824
C 2.9021 -0.5190 3.0524
C 1.7908 0.1599 2.5975
C 1.7186 0.5781 1.2507
C -0.7961 3.6711 1.9214
C -0.7260 2.5413 2.7316
C -0.8006 2.6395 4.1133
C -0.9470 3.8789 4.7152
C -1.0189 5.0136 3.9213
C -0.9447 4.9111 2.5412
H -0.8763 6.0362 -2.7685
H -1.5604 4.6507 -3.6178
H 0.1909 4.8661 -3.5428
H -0.9539 5.7437 -0.1567
H -0.3202 2.4632 -3.8663
H -4.1995 -0.8455 -2.9743
H -3.4963 0.3556 -5.2950
H -1.7428 0.3236 -5.5009
H -2.5471 1.8197 -5.0228
H -4.3610 -2.3782 -0.4465
H -4.6460 -2.9808 1.9268
H -3.4071 -1.8067 3.7031
H -1.9602 0.0986 3.1353
H -2.2503 1.0231 0.8858
H 4.3074 0.6057 -2.4208
H 3.5443 1.5691 -4.8367
H 2.0829 2.5589 -4.7682
H 1.9794 0.8675 -5.2566
H 4.7237 -0.6536 0.1733
H 4.8500 -1.2637 2.5568
H 2.9804 -0.8006 4.0937
H 1.0242 0.4732 3.2946
H 1.2584 1.5754 1.1489
H -0.6211 1.5594 2.2934
H -0.7473 1.7480 4.7279
H -1.0066 3.9610 5.7915
H -1.1345 5.9873 4.3769
H -1.0041 5.8144 1.9517
Te 0.2376 -2.1367 -0.7655
C -0.8467 -3.4063 0.4931
C -0.7504 -3.3426 1.8788
C -1.3705 -4.3233 2.6396
C -2.0829 -5.3422 2.0182
C -2.1831 -5.3882 0.6340
C -1.5591 -4.4196 -0.1411
C 2.1466 -2.8647 -0.2961
C 2.4938 -3.3705 0.9504
C 3.7273 -3.9858 1.0993
C 4.5984 -4.0849 0.0200
C 4.2419 -3.5736 -1.2203
C 3.0066 -2.9635 -1.3881
H -0.2111 -2.5408 2.3676
H -1.2950 -4.2957 3.7189
H -2.5554 -6.1097 2.6169
H -2.7311 -6.1876 0.1534
H -1.6246 -4.4712 -1.2215
H 1.8241 -3.3094 1.7942
H 4.0060 -4.4015 2.0588
H 5.5527 -4.5794 0.1433
H 4.9124 -3.6694 -2.0635
H 2.7223 -2.5856 -2.3633
*
```

# 3
A molecular structure, C19H34HgN10O2S2 in a non-equilibrium geometry, computed with wB97M-V/def2-TZVPD.

The expectation value of S² is 0.7574. For the electronic energy, the calculation gives -65084.12768 eV. Its relative energy (zero: lowest compared OMol25 entry of this formula, charge and spin) is 50.3 kJ/mol. The HOMO energy (alpha / beta) is -10.26 / -10.26 eV. The frontier orbital gap (alpha / beta) is 7.645 / 4.907 eV. For the molecular weight, the calculation gives 699.273 g/mol.

Structure (ORCA input):
```
! wB97M-V def2-TZVPD RIJCOSX def2/J DEFGRID3
* xyz 1 2
Hg -0.0902 -0.7943 -0.2664
C -2.0606 3.9253 3.3713
C -1.0627 3.9308 2.2702
C -1.4984 4.2960 0.9714
C -0.5980 4.4013 -0.0804
C -1.0640 4.8980 -1.4123
C 0.7123 4.0783 0.1657
C 1.1317 3.6070 1.4139
C 2.5170 3.0814 1.5341
C 0.2659 3.5053 2.4371
H -2.7939 3.1142 3.2880
H -2.6373 4.8252 3.3668
H -1.4882 3.7654 4.3424
H -2.5631 4.4329 0.8062
H -0.4957 4.6312 -2.3623
H -0.9826 5.9642 -1.3892
H -2.1526 4.5997 -1.5387
H 1.3747 4.1425 -0.7277
H 3.2865 3.8234 1.7433
H 2.7842 2.5821 0.5469
H 2.5738 2.3717 2.3835
H 0.6249 3.1658 3.3890
N 2.2866 2.7128 -5.8455
N 1.0143 2.9347 -6.4227
C -0.0756 2.6286 -5.6808
N -1.2189 2.5671 -6.3297
N 0.3264 2.3499 -4.4705
N -0.7735 1.9954 -3.5842
O -1.9712 2.4353 -3.7371
O -0.4170 1.3484 -2.6252
H 2.1678 2.4813 -4.8533
H 2.9133 3.5275 -5.8924
H 1.0330 2.7514 -7.4496
H -1.2745 2.7927 -7.3337
H -2.0266 2.4919 -5.7362
S 1.3174 -2.0049 -2.4880
C 2.5281 -2.9131 -1.7839
N 2.5755 -4.2481 -1.6898
C 3.8377 -4.8591 -1.2263
C 4.8296 -3.7412 -0.9628
S 4.0435 -2.2194 -1.3508
H 1.7522 -4.8362 -1.8857
H 4.1770 -5.5962 -1.9652
H 3.6900 -5.4317 -0.2818
H 5.6533 -3.8454 -1.6442
H 5.1601 -3.7583 0.0675
C -2.6097 -1.9998 2.0385
N -1.1449 -2.3174 1.6739
C -0.3899 -2.2307 2.9109
N -0.8841 -3.1308 3.9759
C -2.2693 -2.8029 4.2745
N -3.1651 -2.9303 3.0511
C -3.0624 -4.3129 2.6015
N -1.6057 -4.7443 2.2704
C -1.1557 -3.7732 1.2675
C -0.7957 -4.5330 3.4787
H -3.2532 -1.9239 1.1867
H -2.6080 -0.9576 2.5247
H -0.2478 -1.1798 3.3451
H 0.6234 -2.4885 2.7564
H -2.3348 -1.7141 4.5266
H -2.6281 -3.4985 5.0349
H -3.6773 -4.4637 1.6775
H -3.3910 -5.0143 3.3768
H -1.7590 -3.9171 0.3472
H -0.0671 -4.0378 1.0760
H 0.2498 -4.7366 3.2662
H -1.1567 -5.2035 4.2580
*
```

# 4
A single C19H26N4OS molecule, computed with wB97M-V/def2-TZVPD.

For the electronic energy, the calculation gives -38968.67713 eV. Its structure (SMILES) is C[C@H](NC(=O)Nc1ccccc1)[C@H](c1cccs1)N1CCN(C)CC1. Its relative energy (zero: lowest compared OMol25 entry of this formula, charge and spin) is 112.1 kJ/mol. The HOMO energy is -8.25 eV. The frontier orbital gap is 8.702 eV. For the molecular weight, the calculation gives 358.511 g/mol.

Structure (ORCA input):
```
! wB97M-V def2-TZVPD RIJCOSX def2/J DEFGRID3
* xyz 0 1
C -1.2865 -1.2979 -2.7327
C -0.6254 -0.2131 -1.8882
N 0.3593 -0.7859 -1.0037
C 1.6694 -0.3879 -1.0463
O 2.0621 0.4787 -1.7951
N 2.4540 -1.0758 -0.1489
C 3.8056 -0.8862 0.1448
C 4.3538 -1.6337 1.1862
C 5.6880 -1.4996 1.5173
C 6.4945 -0.6187 0.8166
C 5.9515 0.1252 -0.2171
C 4.6177 -0.0020 -0.5587
C -1.7034 0.6382 -1.1581
C -1.1066 1.6672 -0.2471
C -1.4036 2.9968 -0.2363
C -0.7073 3.7230 0.7549
C 0.1077 2.9337 1.4964
S 0.0481 1.2934 0.9915
N -2.7370 -0.2004 -0.5516
C -4.0527 0.4097 -0.5461
C -5.0948 -0.6485 -0.1964
N -4.8165 -1.2077 1.1118
C -5.8267 -2.1576 1.5194
C -3.4893 -1.7887 1.1133
C -2.4649 -0.7085 0.7785
H -1.9489 -0.8485 -3.4662
H -0.5284 -1.8776 -3.2535
H -1.8742 -1.9546 -2.0968
H -0.0587 0.4723 -2.5297
H 0.0890 -1.5969 -0.4726
H 1.9857 -1.7309 0.4609
H 3.7270 -2.3222 1.7376
H 6.0985 -2.0857 2.3267
H 7.5372 -0.5138 1.0759
H 6.5728 0.8156 -0.7682
H 4.1963 0.5791 -1.3609
H -2.2094 1.1913 -1.9590
H -2.0979 3.4486 -0.9232
H -0.8125 4.7828 0.9032
H 0.7533 3.2080 2.3067
H -4.2694 0.8060 -1.5406
H -4.1173 1.2327 0.1857
H -6.0863 -0.1901 -0.1763
H -5.0847 -1.4301 -0.9782
H -6.7945 -1.6588 1.5434
H -5.5945 -2.5157 2.5214
H -5.8955 -3.0250 0.8430
H -3.2848 -2.1903 2.1088
H -3.4070 -2.6110 0.3778
H -1.4610 -1.1298 0.8175
H -2.5398 0.0831 1.5423
*
```

# 5
A molecular structure, C21H56Cl4O7S7 in a non-equilibrium geometry, computed with wB97M-V/def2-TZVPD.

For the electronic energy, the calculation gives -162885.02635 eV. Its relative energy (zero: lowest compared OMol25 entry of this formula, charge and spin) is 6037.0 kJ/mol. The HOMO energy is -6.97 eV. The frontier orbital gap is 6.946 eV. For the molecular weight, the calculation gives 786.953 g/mol.

Structure (ORCA input):
```
! wB97M-V def2-TZVPD RIJCOSX def2/J DEFGRID3
* xyz 0 1
C 15.3893 2.9108 29.5136
S 14.3190 1.8648 28.5029
O 13.4336 2.8089 27.6914
C 15.5728 1.2371 27.3217
H 16.2546 3.3142 28.9876
H 15.7796 2.2419 30.2807
H 14.7932 3.6974 29.9761
H 16.1292 0.5415 27.9499
H 16.2134 2.0353 26.9468
H 15.1359 0.6617 26.5056
C 17.6463 2.0314 33.1308
S 15.9117 1.5251 33.0912
O 15.9585 0.0076 32.9734
C 15.5737 1.8697 34.8396
H 18.0356 2.2959 32.1476
H 18.2953 1.3376 33.6651
H 17.6972 3.0186 33.5901
H 14.6408 1.3832 35.1246
H 15.5245 2.8940 35.2090
H 16.2795 1.3548 35.4912
C 14.0466 0.4195 31.4043
S 13.7608 2.0522 30.5524
O 12.3580 2.4159 30.9197
C 14.9394 3.0594 31.5895
H 15.0997 0.1393 31.3830
H 13.4131 -0.3563 30.9742
H 13.6342 0.3925 32.4129
H 14.7416 4.0779 31.2554
H 15.9988 2.8122 31.5217
H 14.6424 3.0264 32.6377
C 21.0064 3.4900 30.4384
S 20.5602 4.8452 31.5747
O 19.4496 5.6331 30.8408
C 19.6742 3.9459 32.9291
H 21.5948 2.8094 31.0536
H 21.5572 3.8633 29.5750
H 20.0714 3.0741 30.0629
H 18.8393 3.4490 32.4350
H 19.1974 4.7321 33.5146
H 20.3006 3.2692 33.5102
C 17.3216 -0.8243 28.3668
S 17.5856 -1.4814 30.0641
O 18.2542 -0.4281 30.9080
C 15.8646 -1.2574 30.7076
H 16.5861 -1.4515 27.8632
H 18.3258 -0.8312 27.9429
H 16.8792 0.1700 28.4291
H 15.9122 -1.4895 31.7715
H 15.1858 -2.0082 30.3029
H 15.5803 -0.2089 30.6177
C 20.3753 4.1534 26.8343
S 19.2840 3.4570 28.1653
O 20.1004 2.3552 28.8302
C 19.3246 4.9702 29.2572
H 21.3662 4.2253 27.2825
H 20.0684 5.1355 26.4745
H 20.3510 3.3295 26.1211
H 18.9251 5.8950 28.8409
H 20.3326 5.0764 29.6582
H 18.6133 4.6699 30.0266
C 19.9407 -1.6019 29.6778
S 20.4834 -1.2634 27.8710
O 19.4690 -2.0499 26.9969
C 19.8367 0.4793 27.7781
H 20.0984 -2.6461 29.9480
H 18.8568 -1.4976 29.7278
H 20.2347 -0.8240 30.3824
H 18.7620 0.3895 27.9363
H 20.1564 0.9557 26.8513
H 20.1374 1.0947 28.6261
C 17.9759 1.9149 30.0409
Cl 16.7177 1.1237 31.0124
Cl 17.5217 1.7626 28.3698
Cl 18.0894 3.6407 30.5139
Cl 19.5577 1.1121 30.4076
C 20.0532 1.1425 33.6998
C 20.0621 1.2816 32.2146
C 21.2329 0.6698 31.4829
C 21.6163 -0.7998 31.7176
C 22.8901 -1.1427 30.9848
C 23.6329 -2.4215 31.4672
H 19.7606 0.1257 33.9616
H 19.2647 1.7265 34.1744
H 20.9906 1.5017 34.1244
H 19.2036 0.6952 31.8872
H 19.8570 2.3038 31.8968
H 22.0650 1.3611 31.6166
H 21.0036 0.7649 30.4216
H 21.5706 -0.9526 32.7958
H 20.8060 -1.3468 31.2357
H 22.6693 -1.1728 29.9178
H 23.6533 -0.3795 31.1369
H 22.9935 -3.3022 31.4072
H 24.6104 -2.5045 30.9921
H 23.7790 -2.3198 32.5425
*
```

# 6
2 unconnected molecules or ions with the total composition C4H5Br2N in a non-equilibrium geometry, computed with wB97M-V/def2-TZVPD.

For the electronic energy, the calculation gives -145799.69462 eV. Its relative energy (zero: lowest compared OMol25 entry of this formula, charge and spin) is 330.0 kJ/mol. The HOMO energy is -8.79 eV. The frontier orbital gap is 8.719 eV. For the molecular weight, the calculation gives 226.899 g/mol.

Structure (ORCA input):
```
! wB97M-V def2-TZVPD RIJCOSX def2/J DEFGRID3
* xyz 0 1
C 0.1447 0.3935 -0.3677
C -0.7751 -0.5333 -0.3263
C 1.1152 1.2955 1.4840
C -1.1951 -1.2856 -1.5541
N 2.3002 1.2000 1.3401
Br -1.7490 -1.1016 1.1707
Br -0.0504 2.0795 2.7638
H 0.8048 0.6912 -1.0903
H -0.4672 -2.0600 -1.6266
H -1.0143 -0.7269 -2.3772
H -2.1441 -1.6459 -1.3782
H 3.0301 1.6937 1.9619
*
```

# 7
A single C4H3N3 molecule, computed with wB97M-V/def2-TZVPD.

For the electronic energy, the calculation gives -8663.94123 eV. Its structure (SMILES) is C#Cc1cnn[nH]1. Its relative energy (zero: lowest compared OMol25 entry of this formula, charge and spin) is 238.3 kJ/mol. The HOMO energy is -9.49 eV. The frontier orbital gap is 10.300 eV. For the molecular weight, the calculation gives 93.089 g/mol.

Structure (ORCA input):
```
! wB97M-V def2-TZVPD RIJCOSX def2/J DEFGRID3
* xyz 0 1
C -1.0992 -1.2278 -1.9589
C -0.6763 -0.5150 -1.0827
C -0.0194 0.0941 0.0174
C 0.9474 -0.4526 0.8307
N 1.3010 0.4577 1.7706
N 0.6090 1.5380 1.5875
N -0.1893 1.3376 0.5386
H -1.4531 -1.8832 -2.7211
H 1.3751 -1.4416 0.7574
H -0.7951 2.0928 0.2605
*
```

# 8
A single C5H10N2O molecule in a non-equilibrium geometry, computed with wB97M-V/def2-TZVPD.

For the electronic energy, the calculation gives -10373.28320 eV. Its structure (SMILES) is N/C=C(\N)CCC=O. Its relative energy (zero: lowest compared OMol25 entry of this formula, charge and spin) is 195.1 kJ/mol. The HOMO energy is -7.13 eV. The frontier orbital gap is 8.029 eV. For the molecular weight, the calculation gives 114.148 g/mol.

Structure (ORCA input):
```
! wB97M-V def2-TZVPD RIJCOSX def2/J DEFGRID3
* xyz 0 1
N 0.0597 2.6720 -1.1877
C 0.5211 1.4272 -0.7960
C -0.2949 0.3546 -0.5919
N -1.6646 0.4822 -0.8864
C 0.1948 -1.0870 -0.4732
C 1.0704 -1.2984 0.8022
C 0.1817 -1.7527 2.0729
O 0.2205 -1.2541 3.1687
H 0.6081 3.4171 -0.8194
H -0.9292 2.8371 -1.0066
H 1.6295 1.2701 -0.6907
H -2.0281 1.4458 -0.7087
H -2.4693 -0.1847 -0.6937
H -0.7423 -1.6805 -0.3827
H 0.6976 -1.4625 -1.4015
H 1.7120 -2.1571 0.6937
H 1.7018 -0.4214 0.9699
H -0.4689 -2.6079 1.9313
*
```